No. 1
Molecular formula: C22H25N3O3
Method: DFT, the ωB97M-V functional and the def2-TZVPD basis

Max |F| ... 0.0135 Eh/bohr
Molar mass ... 379.5 g mol⁻¹
Electronic energy ... -1243.32526 hartree
ΔE to the lowest compared entry with this formula, charge and spin ... 282.6 kJ/mol
SMILES string ... CCOc1ccccc1N1CCN(C(=O)c2cc3cc(OC)ccc3[nH]2)CC1
Highest occupied orbital energy ... -7.8 eV
Frontier orbital gap ... 8.6 eV

Each line ends with the Mulliken charge.
CARTESIAN COORDINATES (ANGSTROEM)
C1 -5.16 1.35 -2.72  -1.112
C2 -4.07 2.06 -1.93  -0.502
O1 -3.42 1.21 -1.01  -0.467
C3 -4.08 0.78 0.11  0.893
C4 -5.27 1.33 0.57  -0.541
C5 -5.88 0.83 1.71  -0.870
C6 -5.31 -0.23 2.39  -0.862
C7 -4.12 -0.77 1.95  -0.237
C8 -3.48 -0.28 0.82  0.032
N1 -2.31 -0.86 0.32  0.421
C9 -1.95 -2.20 0.73  -0.773
C10 -1.04 -2.82 -0.34  -1.312
N2 0.13 -1.98 -0.52  0.140
C11 1.35 -2.46 -0.22  0.817
O2 1.54 -3.65 -0.01  -0.721
C12 2.50 -1.53 -0.17  0.075
C13 2.68 -0.23 0.25  -0.699
C14 4.07 0.04 0.19  0.581
C15 4.84 1.17 0.49  -0.249
C16 6.20 1.10 0.32  0.773
O3 7.08 2.12 0.56  -0.449
C17 6.56 3.34 1.03  -0.808
C18 6.81 -0.09 -0.13  -0.455
C19 6.08 -1.22 -0.43  -1.025
C20 4.70 -1.15 -0.26  -0.620
N3 3.73 -2.08 -0.46  0.015
C21 -0.23 -0.64 -0.91  -1.212
C22 -1.13 -0.02 0.16  -0.369
H1 -4.74 0.49 -3.24  0.309
H2 -5.59 2.03 -3.45  0.398
H3 -5.95 1.00 -2.06  0.358
H4 -4.47 2.95 -1.43  0.356
H5 -3.27 2.38 -2.61  0.372
H6 -5.73 2.15 0.05  0.325
H7 -6.81 1.26 2.05  0.385
H8 -5.79 -0.63 3.28  0.385
H9 -3.67 -1.58 2.51  0.463
H10 -2.86 -2.80 0.81  0.594
H11 -1.42 -2.21 1.70  0.375
H12 -0.70 -3.81 -0.03  0.451
H13 -1.58 -2.89 -1.28  0.328
H14 1.93 0.45 0.60  0.523
H15 4.35 2.07 0.83  0.441
H16 7.42 3.99 1.16  0.232
H17 6.05 3.22 1.99  0.321
H18 5.87 3.79 0.30  0.318
H19 7.89 -0.09 -0.24  0.434
H20 6.56 -2.12 -0.77  0.390
H21 3.84 -3.04 -0.71  0.222
H22 0.66 -0.04 -1.08  0.615
H23 -0.81 -0.70 -1.84  0.279
H24 -1.44 0.98 -0.14  0.443
H25 -0.58 0.04 1.11  0.219



No. 2
Molecular formula: C22H25N3O3
Method: DFT, the ωB97M-V functional and the def2-TZVPD basis

Max |F| ... 0.0135 Eh/bohr
Molar mass ... 379.5 g mol⁻¹
Electronic energy ... -1243.32661 hartree
ΔE to the lowest compared entry with this formula, charge and spin ... 279.1 kJ/mol
SMILES string ... CCOc1ccccc1N1CCN(C(=O)c2cc3cc(OC)ccc3[nH]2)CC1
Highest occupied orbital energy ... -7.9 eV
Frontier orbital gap ... 8.6 eV

Each line ends with the Mulliken charge.
CARTESIAN COORDINATES (ANGSTROEM)
C1 1.10 2.58 -2.21  -1.394
C2 2.52 2.05 -2.18  -0.393
O1 2.46 0.71 -1.73  -0.083
C3 3.62 0.00 -1.59  0.673
C4 4.88 0.49 -1.87  -0.905
C5 6.00 -0.31 -1.72  -0.664
C6 5.87 -1.61 -1.28  -0.741
C7 4.61 -2.11 -0.99  -0.189
C8 3.48 -1.33 -1.14  -0.056
N1 2.23 -1.93 -0.82  0.135
C9 1.38 -2.15 -1.99  -0.310
C10 0.20 -3.02 -1.59  -1.234
N2 -0.52 -2.37 -0.52  0.137
C11 -1.77 -1.91 -0.73  0.827
O2 -2.42 -2.24 -1.72  -0.726
C12 -2.40 -1.01 0.26  0.073
C13 -1.94 0.02 1.06  -0.566
C14 -3.07 0.61 1.67  0.460
C15 -3.22 1.67 2.57  -0.249
C16 -4.50 2.00 2.97  0.791
O3 -4.81 3.01 3.85  -0.453
C17 -3.76 3.78 4.38  -0.805
C18 -5.62 1.29 2.49  -0.461
C19 -5.49 0.25 1.61  -1.002
C20 -4.20 -0.09 1.19  -0.704
N3 -3.76 -1.05 0.34  0.016
C21 0.32 -2.15 0.63  -1.482
C22 1.49 -1.25 0.24  -0.061
H1 0.49 1.97 -2.88  0.318
H2 1.09 3.61 -2.57  0.428
H3 0.66 2.55 -1.22  0.291
H4 3.13 2.65 -1.49  0.417
H5 2.97 2.09 -3.18  0.384
H6 5.01 1.51 -2.22  0.372
H7 6.98 0.10 -1.94  0.401
H8 6.75 -2.24 -1.16  0.386
H9 4.49 -3.13 -0.65  0.433
H10 1.98 -2.65 -2.75  0.515
H11 1.01 -1.20 -2.41  0.166
H12 -0.49 -3.16 -2.43  0.477
H13 0.55 -4.00 -1.24  0.331
H14 -0.93 0.35 1.17  0.566
H15 -2.35 2.20 2.92  0.450
H16 -3.20 4.30 3.59  0.319
H17 -3.06 3.16 4.96  0.317
H18 -4.22 4.51 5.03  0.232
H19 -6.59 1.60 2.85  0.434
H20 -6.35 -0.29 1.25  0.391
H21 -4.32 -1.68 -0.22  0.222
H22 -0.26 -1.71 1.45  0.697
H23 0.71 -3.12 0.96  0.306
H24 2.16 -1.11 1.08  0.377
H25 1.11 -0.27 -0.09  0.137



No. 3
Molecular formula: C22H25N3O3Ru
Method: DFT, the ωB97M-V functional and the def2-TZVPD basis

<S²> ... 0.76
Max |F| ... 0.0063 Eh/bohr
Molar mass ... 480.5 g mol⁻¹
Electronic energy ... -1338.02240 hartree
2S+1 ... 2
ΔE to the lowest compared entry with this formula, charge and spin ... 19.6 kJ/mol
Total charge ... +1
Highest occupied orbital energy (alpha / beta) ... -10.9 / -11.0 eV
Frontier orbital gap (alpha / beta) ... 7.2 / 7.2 eV

Each line ends with the Mulliken charge.
CARTESIAN COORDINATES (ANGSTROEM)
Ru1 -0.44 -0.51 1.11  0.924
O1 -1.95 0.66 1.17  -0.861
C1 -2.98 0.60 0.31  0.380
C2 -3.65 1.79 0.03  -0.136
C3 -4.72 1.81 -0.84  -0.524
C4 -5.18 0.63 -1.43  -0.707
C5 -4.55 -0.55 -1.14  -0.662
C6 -3.44 -0.59 -0.29  0.506
C7 -2.87 -1.88 0.05  -0.302
N1 -1.78 -2.01 0.70  0.271
C8 -1.28 -3.32 1.12  -0.605
C9 -0.61 -3.09 2.47  -0.721
N2 0.30 -1.95 2.32  -0.026
C10 1.49 -1.97 2.85  0.108
C11 2.49 -0.97 2.74  0.284
C12 3.73 -1.23 3.37  -0.694
C13 4.77 -0.35 3.29  -0.774
C14 4.59 0.84 2.56  -0.473
C15 3.41 1.13 1.93  -0.535
C16 2.31 0.24 2.00  0.622
O2 1.21 0.58 1.39  -0.531
H1 -3.30 2.69 0.51  0.500
H2 -5.22 2.74 -1.04  0.412
H3 -6.03 0.65 -2.10  0.438
H4 -4.90 -1.48 -1.58  0.383
H5 -3.43 -2.77 -0.23  0.345
H6 -0.54 -3.66 0.39  0.196
H7 -2.08 -4.05 1.20  0.410
H8 -0.07 -3.98 2.81  0.365
H9 -1.37 -2.84 3.21  0.232
H10 1.76 -2.85 3.42  0.232
H11 3.84 -2.15 3.93  0.349
H12 5.71 -0.56 3.78  0.422
H13 5.41 1.55 2.49  0.398
H14 3.28 2.05 1.38  0.533
O3 -0.39 -0.21 -0.93  -0.520
C17 -0.45 0.84 -1.61  0.354
C18 -0.20 2.21 -1.09  -0.841
C19 1.33 2.41 -1.32  -0.037
C20 1.91 2.01 -2.69  -0.991
C21 1.93 0.50 -2.99  -0.325
C22 0.61 -0.04 -3.56  -0.872
N3 -0.51 0.73 -2.95  -0.076
H15 -0.44 2.31 -0.03  0.304
H16 -0.77 2.94 -1.66  0.497
H17 1.85 1.85 -0.55  -0.272
H18 1.54 3.47 -1.14  0.499
H19 2.94 2.37 -2.70  0.448
H20 1.41 2.55 -3.50  0.318
H21 2.18 -0.04 -2.07  0.158
H22 2.73 0.27 -3.70  0.467
H23 0.47 -1.10 -3.36  0.267
H24 0.54 0.11 -4.63  0.454
H25 -0.60 1.63 -3.40  0.410



No. 4
Molecular formula: C22H25N3O5S
Method: DFT, the ωB97M-V functional and the def2-TZVPD basis

Max |F| ... 0.0291 Eh/bohr
Molar mass ... 443.5 g mol⁻¹
Electronic energy ... -1791.97520 hartree
ΔE to the lowest compared entry with this formula, charge and spin ... 337.8 kJ/mol
SMILES string ... Cc1cc(NS(=O)(=O)c2ccc(NC(=O)CCCOc3cccc(C)c3C)cc2)no1
Highest occupied orbital energy ... -8.4 eV
Frontier orbital gap ... 9.0 eV

Each line ends with the Mulliken charge.
CARTESIAN COORDINATES (ANGSTROEM)
C1 4.78 3.60 1.52  -1.223
C2 4.36 2.23 1.12  0.598
C3 4.69 1.45 0.06  -0.840
C4 3.94 0.26 0.27  0.363
N1 3.87 -0.84 -0.54  -0.136
S1 3.47 -2.36 0.11  1.392
O1 3.75 -3.26 -0.96  -0.761
O2 4.15 -2.55 1.36  -0.661
C5 1.72 -2.21 0.34  -0.068
C6 1.19 -1.86 1.57  -0.150
C7 -0.18 -1.72 1.71  -0.928
C8 -1.01 -1.92 0.60  0.150
N2 -2.39 -1.73 0.65  -0.021
C9 -3.19 -1.47 1.73  0.563
O3 -2.83 -1.53 2.88  -0.638
C10 -4.60 -1.05 1.33  -0.690
C11 -4.79 0.45 1.63  -0.830
C12 -3.55 1.27 1.26  -0.818
O4 -3.23 1.04 -0.10  -0.409
C13 -1.92 1.08 -0.49  0.364
C14 -0.89 1.57 0.30  -0.957
C15 0.42 1.51 -0.15  -0.400
C16 0.71 0.98 -1.39  -0.689
C17 -0.31 0.53 -2.21  1.239
C18 0.00 -0.02 -3.57  -1.719
C19 -1.63 0.57 -1.76  1.138
C20 -2.75 0.09 -2.64  -1.935
C21 -0.46 -2.29 -0.63  -0.293
C22 0.91 -2.43 -0.76  -0.818
N3 3.24 0.35 1.38  -0.013
O5 3.50 1.57 1.91  -0.318
H1 5.21 3.58 2.52  0.313
H2 5.52 3.98 0.82  0.327
H3 3.92 4.26 1.55  0.307
H4 5.34 1.67 -0.76  0.369
H5 4.54 -0.88 -1.29  0.267
H6 1.86 -1.70 2.39  0.464
H7 -0.61 -1.46 2.66  0.512
H8 -2.83 -1.69 -0.26  0.190
H9 -5.32 -1.62 1.91  0.406
H10 -4.77 -1.23 0.27  0.229
H11 -5.66 0.81 1.09  0.382
H12 -4.96 0.59 2.70  0.398
H13 -3.75 2.34 1.42  0.426
H14 -2.73 0.97 1.91  0.489
H15 -1.08 2.01 1.27  0.457
H16 1.21 1.88 0.49  0.375
H17 1.73 0.93 -1.72  0.311
H18 -0.33 -1.05 -3.66  0.338
H19 1.08 0.01 -3.75  0.388
H20 -0.50 0.56 -4.34  0.409
H21 -2.80 0.68 -3.55  0.440
H22 -3.70 0.18 -2.12  0.340
H23 -2.60 -0.95 -2.94  0.364
H24 -1.11 -2.46 -1.47  0.508
H25 1.36 -2.72 -1.69  0.500